C24H29BIN6O6PbS | ωB97M-V/def2-TZVPD

As for the HOMO-LUMO gap: 8.65 eV. The charge is +1. As for the relative energy (zero: lowest compared OMol25 entry of this formula, charge and spin): 10.5 kcal/mol. As for the total energy: -2625.5968 a.u.

Cartesian coordinates (Å):
H 2.421 2.853 -3.753
H 3.466 0.614 -1.351
C -1.237 1.967 2.923
C 2.019 -0.818 -1.147
C -4.996 3.548 -1.345
C 4.149 -1.419 -1.853
H -0.353 1.573 3.417
H 3.116 -5.057 4.794
H -2.564 1.547 4.538
C -2.633 4.005 -1.507
H -3.171 -0.670 3.603
C 1.585 -0.249 -4.946
C 1.849 1.950 -3.939
H -6.434 1.523 -0.110
H -4.215 5.512 -1.474
N -2.479 2.568 -1.680
C 3.850 -1.742 4.651
O 0.423 -0.545 2.477
C -0.167 0.657 -3.667
C 1.969 -3.580 3.737
C 2.345 0.894 -4.709
C 0.698 -1.795 2.555
H -1.554 -0.529 3.820
N -2.346 -0.178 3.288
N -4.767 2.184 -1.237
H 1.234 -4.287 3.369
N 1.991 -2.131 -1.323
H -1.720 2.278 0.932
H -3.362 1.625 2.969
B -1.329 2.015 -2.412
H -0.308 -1.269 -4.609
C 3.021 -4.012 4.531
H 3.382 -3.437 -2.244
N 3.269 -0.370 -1.326
I 5.518 -3.721 6.205
H 0.724 -3.244 -0.040
C 2.784 -1.320 3.865
H 4.257 -1.321 -2.932
H -0.058 -2.502 -1.456
H 1.996 -1.044 -5.559
O -0.142 2.676 -2.648
N -1.090 1.691 1.471
H 5.131 -1.392 -1.393
C -4.019 4.449 -1.446
O -3.252 0.495 -1.076
C 3.952 -3.087 4.986
H 2.678 -0.275 3.597
H -6.599 1.353 -1.870
Pb -1.341 -0.764 0.882
O 0.031 -2.650 1.924
H 3.336 0.973 -5.141
H 3.691 -3.101 -0.531
C -2.466 1.279 3.486
C 0.843 -2.998 -1.094
C -3.493 1.667 -1.315
C 0.583 1.792 -3.434
H -6.039 3.834 -1.304
H -0.147 1.928 1.165
C 3.355 -2.670 -1.477
C -5.910 1.274 -1.030
O -1.671 4.720 -1.431
O -1.394 0.784 -3.041
H -5.540 0.260 -0.969
C 1.842 -2.239 3.408
S 0.715 0.222 -0.806
H 4.588 -1.031 5.005
H -1.297 3.040 3.117
H 0.984 -3.912 -1.666
C 0.297 -0.387 -4.423

Force components x, y, z for each atom (eV/Å):
-0.07 -0.11 -0.04
-0.01 0.04 -0.09
-0.04 -0.03 -0.25
-0.11 0.26 -0.04
-0.14 -0.39 0.06
-0.21 0.17 0.14
0.09 0.01 0.00
-0.01 0.03 0.01
-0.05 0.03 0.07
0.08 -0.22 -0.02
-0.10 0.01 0.04
0.06 0.00 0.04
0.18 0.06 -0.04
0.03 0.04 0.03
0.03 -0.11 0.00
-0.05 0.20 0.11
-0.16 0.06 -0.10
0.04 -0.50 -0.04
-0.49 0.07 -0.13
0.03 -0.26 0.01
-0.02 -0.04 0.03
0.12 0.25 0.05
-0.04 0.00 0.04
0.09 0.14 -0.01
-0.14 0.08 -0.06
0.06 0.06 0.03
-0.16 -0.59 0.01
0.00 0.05 0.00
-0.06 -0.01 -0.02
0.01 0.08 0.01
0.07 0.12 0.03
-0.06 0.04 -0.03
-0.03 -0.04 -0.05
0.28 -0.07 0.08
0.03 -0.01 -0.01
0.05 -0.01 0.01
0.06 0.02 0.05
-0.02 0.04 -0.14
0.02 0.03 -0.04
-0.04 0.08 0.04
-0.02 -0.28 -0.13
0.00 0.07 0.15
0.04 0.03 0.06
0.16 0.01 -0.05
-0.02 0.19 0.06
0.04 0.03 0.01
0.01 -0.09 0.03
0.03 0.04 -0.01
-0.03 -0.06 0.21
-0.11 0.16 0.08
-0.06 0.00 0.01
-0.01 -0.01 0.04
0.09 -0.22 -0.14
0.19 0.09 -0.15
-0.14 -0.05 -0.05
-0.14 0.49 0.04
0.01 -0.03 0.02
-0.07 -0.05 0.04
-0.23 0.13 0.08
0.20 0.30 -0.03
0.00 -0.16 -0.10
0.23 0.08 -0.14
0.09 -0.08 -0.01
-0.02 0.28 -0.06
0.44 -0.22 0.43
-0.08 -0.07 -0.03
0.01 0.00 0.01
0.00 0.01 -0.04
0.05 -0.21 -0.11

C24H29BrN4O4Ti | ωB97M-V/def2-TZVPD

As for the HOMO-LUMO gap (spin up / spin down): 6.34 / 5.68 eV. The charge is +1. As for the relative energy (zero: lowest compared OMol25 entry of this formula, charge and spin): 26.2 kcal/mol. As for the total energy: -4874.9978 a.u. The spin multiplicity is 2.

Cartesian coordinates (Å):
C -0.726 2.495 0.950
H -3.588 -3.873 -0.559
H 3.696 -0.263 -3.772
C -0.587 -2.460 -1.212
C -3.232 4.510 4.684
C -1.652 -2.434 -1.827
H -1.763 5.405 3.413
H -0.186 1.867 -3.633
H 6.785 -1.534 0.592
C 5.352 0.362 2.995
C -3.913 -1.868 -2.510
N 0.217 0.264 0.778
H -3.995 -4.817 -2.076
O 1.527 -0.610 -2.482
H -1.659 0.470 -2.163
C 6.025 -1.147 1.255
H -1.574 -4.081 -3.772
H -1.618 0.628 1.692
Br 0.726 3.193 -0.235
C -2.482 4.582 3.556
C -2.863 -2.967 -2.420
H 1.402 0.697 2.441
H 1.739 -1.759 2.066
H -4.710 -2.248 -3.157
N 0.063 1.093 -3.030
H -0.727 1.446 -1.209
H 3.424 0.095 -5.515
H -1.288 4.557 1.118
H -3.090 5.265 5.483
C -2.410 -3.359 -3.824
C 4.691 -1.351 0.845
C 1.210 0.359 -3.205
H -3.481 -0.961 -2.967
C -3.219 2.397 2.934
H -4.673 1.439 4.191
C 6.337 -0.199 2.214
H 3.242 0.705 3.226
H -2.129 -2.531 -4.490
H -4.376 -1.570 -1.563
C -3.923 3.266 5.011
H -2.349 -4.879 -1.405
C 4.009 0.075 2.737
C -0.792 1.093 1.122
O 4.330 -2.003 -0.281
N 1.363 0.225 1.494
H 5.635 1.062 3.784
H -4.449 3.015 5.961
N -0.726 0.761 -1.927
Ti 0.381 -0.922 -0.918
C -1.505 3.553 1.532
H 2.640 -1.259 -4.739
O 1.886 -1.488 0.031
C 3.001 -0.247 -4.615
C -2.426 3.522 2.657
O 1.928 0.696 -4.267
C -3.212 -4.176 -1.552
C -4.024 2.283 4.105
C 3.639 -0.797 1.664
H 5.084 -2.404 -0.814
H -3.234 -3.869 -4.344
H 7.376 0.081 2.415
C 2.116 -0.993 1.342
H -3.240 1.610 2.192

Force components x, y, z for each atom (eV/Å):
-0.69 0.41 0.65
0.16 -0.12 -0.50
0.12 0.13 -0.37
-1.98 -1.68 -0.38
-0.34 -1.63 2.52
0.78 -0.78 1.00
-0.69 -0.16 0.03
0.22 -0.08 0.09
0.26 -0.16 0.11
-0.61 0.40 0.28
-0.74 0.04 -0.21
-0.99 -3.26 -3.43
0.67 0.94 0.68
-0.35 1.07 -0.88
-0.39 0.02 -0.45
-0.76 0.57 -1.41
-0.34 0.42 -0.04
0.25 0.65 -0.42
-0.77 -0.52 0.73
1.04 1.03 -0.31
0.76 0.84 -0.18
-0.53 -0.94 -1.71
0.09 0.09 -0.53
-0.05 0.32 0.03
0.79 -0.57 -0.08
0.03 1.24 0.59
0.46 0.64 -0.86
-0.03 -0.69 0.43
-0.43 -0.44 -0.73
-0.25 -1.20 -1.00
-0.65 0.75 1.91
0.02 0.40 -1.58
-0.20 -0.36 -0.02
-0.52 0.00 0.05
-0.11 -0.48 0.39
0.57 -0.60 0.58
0.48 -0.82 -0.02
0.04 0.02 0.53
0.28 -0.25 -0.01
-0.49 2.06 1.45
-0.59 0.92 -0.17
-0.25 -0.24 -1.29
-0.70 2.06 0.95
1.30 -1.20 -1.31
2.72 1.98 2.36
-0.24 -0.15 -0.29
0.53 1.16 -0.56
0.57 -1.20 -0.62
3.75 2.18 4.55
0.99 -0.08 -1.00
-0.49 -0.06 -0.05
-1.83 1.28 -0.04
-0.16 -0.20 1.69
-0.38 -1.80 -0.29
-0.77 -0.48 0.69
-0.92 -1.71 -0.34
1.59 -0.19 -2.97
0.32 0.82 -0.25
-1.06 0.94 1.49
0.11 0.04 0.17
-0.32 -0.30 -0.19
0.88 -1.07 0.48
-0.16 -0.04 0.10

C24H29FN2O3 | ωB97M-V/def2-TZVPD

As for the HOMO-LUMO gap: 9.08 eV. The SMILES is COc1ccccc1CC(=O)N1CCC[C@H](CCC(=O)NCc2ccccc2F)C1. As for the relative energy (zero: lowest compared OMol25 entry of this formula, charge and spin): 0.5 kcal/mol. As for the total energy: -1367.0998 a.u.

Cartesian coordinates (Å):
H -3.500 1.216 -2.527
H 1.067 1.184 -1.173
N -2.827 -0.351 0.930
H -1.698 -2.670 1.393
H -4.399 -1.399 0.081
C 2.803 1.258 0.059
H -4.819 0.672 -1.490
C -3.236 1.668 -0.425
C -3.732 0.765 -1.561
H 0.516 -3.949 -1.951
O -0.369 -2.601 -0.644
C -3.326 -1.244 -0.090
C 2.195 2.050 1.191
H -2.822 -2.206 -0.050
C 2.628 -1.619 2.055
C 2.981 -2.059 0.794
H -1.694 4.106 0.009
C 4.143 0.896 0.122
H -1.209 -2.077 2.990
H -3.820 2.594 -0.428
H 2.447 1.579 2.144
C 1.289 -1.554 2.402
H -1.661 2.963 1.369
C 0.213 3.213 0.389
H -3.548 -1.279 -2.229
C -3.107 -0.626 -1.475
H -1.016 -3.186 -2.443
H 4.020 -2.145 0.517
C 2.006 -2.390 -0.132
C 0.299 -1.915 1.504
H -1.561 2.326 -1.614
C 4.064 -0.116 -2.030
C -1.740 -0.504 1.714
C 4.784 0.221 -0.897
H -1.156 1.132 -0.377
H 2.164 -0.029 -3.006
C -3.491 0.940 0.899
H 2.640 3.054 1.169
C 0.663 -2.306 0.209
H -3.131 1.521 1.748
H 5.829 -0.028 -0.796
N 0.767 2.206 1.098
C -1.149 -1.892 1.914
C -1.306 3.148 0.356
H 2.308 -2.714 -1.114
H 3.389 -1.341 2.768
O 0.864 4.067 -0.179
H 4.550 -0.640 -2.839
C -0.058 -3.017 -1.951
H 0.499 -2.248 -2.495
H -2.035 -0.567 -1.666
C -1.754 2.022 -0.582
F 4.852 1.216 1.230
H 0.172 1.542 1.579
C 2.105 0.905 -1.085
H 1.001 -1.225 3.389
O -1.259 0.443 2.324
H -4.566 0.768 1.021
C 2.726 0.224 -2.118

Force components x, y, z for each atom (eV/Å):
-0.06 0.03 -0.03
-0.12 0.03 0.02
-0.22 0.18 0.08
-0.02 0.01 0.10
0.06 -0.03 0.00
0.22 0.03 0.11
-0.06 0.01 -0.04
0.05 -0.13 -0.09
0.13 0.05 0.03
-0.01 0.04 0.00
-0.01 0.16 0.44
0.10 -0.40 -0.41
0.15 0.25 -0.02
-0.07 0.05 0.07
0.11 -0.01 0.06
-0.02 -0.05 0.06
0.08 0.00 0.05
-0.14 -0.04 -0.28
-0.06 0.03 -0.09
-0.01 -0.02 0.03
-0.04 0.08 -0.06
0.02 -0.03 -0.09
-0.06 -0.01 0.04
-0.54 0.02 0.24
0.04 -0.04 -0.04
-0.22 0.01 0.11
0.08 0.00 -0.02
0.07 0.02 -0.03
-0.12 -0.17 -0.21
-0.11 -0.10 -0.18
0.06 -0.06 -0.05
-0.04 -0.01 -0.03
-0.16 -0.44 0.01
0.06 0.11 0.19
0.05 -0.02 -0.09
-0.05 -0.02 -0.08
0.01 0.54 0.15
-0.03 -0.19 0.13
0.05 0.03 0.25
-0.12 -0.08 -0.08
0.11 -0.02 0.04
0.27 -0.31 0.25
0.08 0.14 -0.12
0.16 -0.01 -0.17
-0.01 -0.01 -0.11
0.09 0.03 0.08
0.22 0.23 -0.28
0.05 -0.04 -0.07
0.05 -0.08 -0.25
0.00 -0.03 0.02
0.08 -0.08 -0.02
-0.28 0.10 0.17
-0.09 0.00 -0.02
-0.06 0.04 -0.03
0.12 0.04 0.05
-0.06 0.02 0.11
0.23 0.20 0.25
0.04 -0.01 0.00
-0.03 -0.03 -0.15

Question: The lowest relative energy (zero: lowest compared OMol25 entry of this formula, charge and spin) belongs to which entry?
Answer: C24H29FN2O3